Record 1
The following is a DFT calculation (wB97M-V/def2-TZVPD) of a cluster of 2 separate species, C17H28N5O13P in total.

Positions of all 64 atoms, in Å:
1 P -1.494 1.580 2.664
2 O -5.078 0.274 -5.019
3 O -0.720 2.940 2.769
4 O -0.504 0.447 2.185
5 O 3.913 1.650 2.034
6 O -6.057 -1.228 -1.455
7 O -1.871 -0.928 -2.047
8 O 6.746 -1.777 1.183
9 O 1.580 -2.461 -1.172
10 O -2.769 1.797 1.684
11 O -3.642 1.436 -1.818
12 O -1.202 -1.925 -6.227
13 O -1.912 1.208 4.019
14 O -6.274 1.007 -0.072
15 N -1.625 -1.487 -4.119
16 N 6.387 0.417 1.471
17 N 3.985 -0.372 3.035
18 N -3.575 -0.283 -3.427
19 N 0.190 -1.179 -0.079
20 C 7.718 0.866 1.070
21 C -1.982 -1.451 -5.426
22 C -3.292 -0.899 -5.890
23 C -2.367 -0.887 -3.160
24 C 2.227 -1.863 1.071
25 C -4.025 -0.273 -4.733
26 C 5.990 -0.861 1.493
27 C 3.610 -1.285 0.740
28 C -4.812 -0.559 -1.217
29 C 3.167 1.540 4.276
30 C 4.558 -1.206 1.953
31 C 1.313 -1.856 -0.150
32 C -4.948 0.440 -0.075
33 C -3.897 1.510 -0.409
34 C 3.729 0.938 3.010
35 C -2.589 1.283 0.358
36 C -4.384 0.350 -2.380
37 H -2.342 0.215 0.364
38 H 3.811 -0.843 3.908
39 H -0.415 -1.199 -0.893
40 H -0.042 -0.646 0.745
41 H -0.695 -1.807 -3.878
42 H 2.335 -2.891 1.418
43 H 4.071 -1.919 -0.019
44 H -3.898 -1.702 -6.310
45 H 2.924 2.586 4.090
46 H -6.370 1.663 0.644
47 H 7.881 1.896 1.389
48 H 8.478 0.225 1.522
49 H 3.485 -0.291 0.310
50 H 1.763 -1.280 1.866
51 H -1.374 3.485 3.223
52 H -4.277 2.507 -0.165
53 H 5.682 1.120 1.669
54 H -4.041 -1.296 -0.981
55 H 0.032 0.399 2.988
56 H -1.776 1.816 -0.149
57 H -5.304 0.768 -2.805
58 H -3.116 -0.145 -6.658
59 H -6.782 -0.594 -1.281
60 H 2.267 1.006 4.574
61 H -4.748 -0.040 0.891
62 H 3.913 1.479 5.067
63 H 7.812 0.805 -0.016
64 H 4.633 -2.220 2.346

Multiplicity   1
SMILES   O=C1CC(=O)N([C@@H]2O[C@H](COP(=O)(O)O)[C@@H](O)[C@H]2O)C(=O)N1.CNC(=O)[C@H](CCC(N)=O)NC(C)=O

Atom charges from the Mulliken analysis, given in e for atoms 1 to 8:
1. P 0.553
2. O -0.597
3. O -0.453
4. O -0.345
5. O -0.755
6. O -0.611
7. O -0.864
8. O -0.681


Record 2
The following is a DFT calculation (wB97M-V/def2-TZVPD) of a structure of composition C17H28NO2P2SnTe.

Positions of all 52 atoms, in Å:
1 Te -0.752 -1.225 1.536
2 Sn -0.081 1.013 -0.096
3 P 2.026 -0.843 0.234
4 P -2.485 1.012 -1.079
5 O 1.366 2.120 -2.142
6 O -0.302 3.858 -1.416
7 N -0.188 -0.676 -1.967
8 C 0.981 -1.259 -2.312
9 C -0.154 -2.729 -3.844
10 C -0.188 -0.428 3.417
11 C -2.653 -0.596 -1.927
12 C -0.185 -1.313 4.514
13 C 2.198 -0.705 -1.607
14 C -3.850 1.120 0.105
15 C 3.612 -0.142 0.797
16 C 0.725 1.332 4.798
17 C 2.260 -2.635 0.500
18 C 0.750 0.456 5.890
19 C -1.354 -2.167 -3.412
20 C -2.782 2.226 -2.389
21 C -1.343 -1.148 -2.462
22 C 0.243 0.902 3.556
23 C 1.033 -2.266 -3.274
24 C 0.289 -0.862 5.749
25 H -2.323 -2.483 -3.802
26 H 2.136 2.357 -2.686
27 H 0.217 1.566 2.688
28 H 1.435 -3.203 0.048
29 H -2.747 3.246 -1.983
30 H -2.007 2.148 -3.164
31 H -0.345 3.374 -0.534
32 H -3.740 0.361 0.892
33 H -0.144 -3.511 -4.599
34 H -3.767 2.038 -2.841
35 H 3.221 -2.942 0.055
36 H 1.124 0.804 6.857
37 H -3.098 -1.331 -1.233
38 H 2.012 -2.675 -3.537
39 H -4.812 0.986 -0.413
40 H 3.111 -1.241 -1.905
41 H 3.859 0.768 0.233
42 H -3.834 2.109 0.586
43 H 2.272 0.392 -1.867
44 H 0.305 -1.541 6.605
45 H 3.504 0.113 1.860
46 H -0.542 -2.335 4.369
47 H 4.405 -0.894 0.672
48 H -3.348 -0.463 -2.773
49 H -0.215 4.805 -1.190
50 H 1.083 2.358 4.908
51 H 2.269 -2.829 1.582
52 H 0.802 2.981 -2.001

Multiplicity   1
Energy above the lowest of the compared OMol25 structures with the same formula, charge and spin   0.000 eV
Charge   +1

Atom charges from the Mulliken analysis, given in e for atoms 1 to 8:
1. Te -0.045
2. Sn 0.535
3. P 0.890
4. P 0.765
5. O -0.608
6. O -0.636
7. N 0.432
8. C 0.756


Record 3
The following is a DFT calculation (wB97M-V/def2-TZVPD) of a structure of composition C17H29Br4CaCl5F3KN5O9S.

Positions of all 75 atoms, in Å:
1 Br 4.937 4.201 -3.539
2 Br 2.219 2.615 -2.841
3 Br 5.019 1.653 -1.568
4 Br 5.934 -2.066 -3.775
5 Ca 4.434 6.506 4.138
6 K 0.834 -5.788 -2.735
7 Cl -4.462 -4.230 3.611
8 Cl -2.166 -4.858 -0.090
9 Cl -7.066 -5.420 3.094
10 Cl -5.690 -5.963 5.599
11 Cl -4.682 -7.088 3.112
12 S 3.423 6.429 1.258
13 F 4.731 8.248 2.794
14 F 5.228 8.371 0.667
15 F 3.311 9.139 1.388
16 O 0.016 -2.751 1.740
17 O 0.489 -0.653 1.781
18 O 0.737 -1.799 -1.546
19 O 2.915 6.455 -0.120
20 O -5.626 -5.207 -1.214
21 O 2.358 6.318 2.264
22 O 1.970 -2.101 2.363
23 O 4.506 5.455 1.455
24 O 3.872 -2.103 -2.494
25 N -0.782 3.491 1.181
26 N -0.259 -2.411 -2.210
27 N -2.484 3.357 2.515
28 N 0.825 -1.835 1.961
29 N -1.850 -3.397 -3.868
30 C 4.143 2.481 -3.095
31 C 4.200 8.105 1.536
32 C -5.475 -5.675 3.854
33 C -3.261 4.404 4.600
34 C -1.780 4.195 1.737
35 C -1.922 2.091 2.453
36 C -0.593 -2.530 -3.680
37 C -2.351 -3.842 -2.481
38 C -5.146 -4.654 -0.002
39 C 0.210 4.048 0.270
40 C -1.304 -3.160 -1.413
41 C -0.849 2.177 1.611
42 C 1.531 -0.915 -2.414
43 C 2.688 -1.724 -3.304
44 C 3.459 -4.502 -1.854
45 C 4.272 -3.477 -2.865
46 C -3.662 3.742 3.297
47 H -4.191 -5.117 0.257
48 H 4.135 -5.430 -1.612
49 H 4.307 1.822 -3.954
50 H -4.264 4.426 2.689
51 H 4.090 -3.726 -4.016
52 H -2.655 5.296 4.414
53 H 3.291 -3.898 -0.845
54 H -5.743 -6.161 -1.066
55 H 2.448 -4.796 -2.374
56 H -3.264 -4.519 -2.195
57 H -4.265 2.848 3.491
58 H 0.908 3.270 -0.048
59 H -4.148 4.701 5.168
60 H -2.361 1.289 3.021
61 H 0.039 -2.069 -4.575
62 H -5.003 -3.579 -0.134
63 H -2.667 3.721 5.217
64 H -1.299 -3.200 -0.240
65 H 2.159 -0.211 -1.682
66 H 2.945 -1.000 -4.204
67 H 5.444 -3.639 -2.708
68 H -5.875 -4.828 0.793
69 H -0.120 1.468 1.259
70 H -2.319 -3.686 -4.777
71 H -0.301 4.457 -0.605
72 H 2.192 -2.688 -3.744
73 H 0.888 -0.174 -3.074
74 H -1.981 5.250 1.587
75 H 0.760 4.840 0.785

Multiplicity   1
Charge   +1

Atom charges from the Mulliken analysis, given in e for atoms 1 to 8:
1. Br -0.046
2. Br -0.066
3. Br 0.006
4. Br -0.561
5. Ca 1.427
6. K 0.903
7. Cl -0.052
8. Cl -0.681


Record 4
The following is a DFT calculation (wB97M-V/def2-TZVPD) of a cluster of 2 separate species, C17H29BrFN2O8PS2 in total.

Positions of all 61 atoms, in Å:
1 Br 1.042 1.470 -3.197
2 S 1.398 0.549 -0.266
3 S -2.444 2.809 -3.381
4 P 0.033 -2.411 -1.150
5 F -2.906 3.649 -0.082
6 O 1.648 1.953 -0.212
7 O 2.498 -0.311 0.072
8 O -1.132 -3.278 -0.845
9 O 4.915 1.518 3.143
10 O 0.210 0.100 0.656
11 O 6.802 1.075 1.981
12 O -3.223 -0.543 -5.180
13 O 6.692 0.958 4.234
14 N -2.613 0.582 -1.757
15 N -2.085 -0.143 1.283
16 C -2.139 -1.971 -3.504
17 C -3.475 -1.988 1.868
18 C -2.679 -1.831 -4.925
19 C 6.191 1.175 3.014
20 C -3.155 2.740 2.076
21 C 4.242 1.780 1.902
22 C -2.514 1.516 -2.518
23 C 0.891 0.032 -1.934
24 C -1.243 0.411 0.318
25 C -1.602 -0.202 -1.067
26 C -0.984 -2.033 2.440
27 C 8.070 0.579 4.240
28 C -1.373 1.942 0.411
29 C -0.869 -1.117 -3.348
30 C -0.437 -0.758 -1.912
31 C -2.806 2.433 0.626
32 C -2.131 -1.318 1.781
33 H -2.916 -1.688 -2.794
34 H -3.538 1.760 0.186
35 H 8.687 1.363 3.805
36 H 3.222 2.048 2.157
37 H -0.953 -1.737 3.491
38 H -3.944 -2.001 0.885
39 H -2.130 -1.121 -0.804
40 H -1.880 -3.023 -3.370
41 H -0.017 -1.800 2.001
42 H 0.894 -2.168 -0.075
43 H 0.874 -2.931 -2.156
44 H -0.794 2.203 1.299
45 H -3.787 3.629 2.075
46 H 8.335 0.438 5.284
47 H -1.023 -0.191 -3.906
48 H -4.116 -1.377 2.513
49 H -3.731 1.931 2.522
50 H -0.035 -1.620 -3.847
51 H -1.877 -2.007 -5.642
52 H 4.713 2.613 1.383
53 H -1.132 -3.112 2.401
54 H 1.675 -0.676 -2.207
55 H -0.900 2.451 -0.429
56 H -3.455 -2.591 -5.070
57 H -3.426 -2.978 2.312
58 H 4.242 0.895 1.274
59 H -2.269 2.969 2.667
60 H -3.755 -0.297 -4.416
61 H 8.216 -0.350 3.693

Multiplicity   1
SMILES   CC(C)=N[C@@]1(C[C@@H](C)F)OS(=O)(=O)[C@H](Br)[C@@](CCCO)([PH2]=O)[C@@H]1N=C=S.COC(=O)OC

Atom charges from the Mulliken analysis, given in e for atoms 1 to 8:
1. Br -0.021
2. S 1.282
3. S -0.273
4. P 0.560
5. F -0.408
6. O -0.650
7. O -0.715
8. O -0.736


How do the records compare in HOMO level? In the order shown, they have -9.4 -9.2 -7.1 -9.6 eV.
How do the records compare in molar mass? In the order shown, they have 541.407 586.675 1112.563 583.435 Da.
How do the records compare in F_max? In the order shown, they have 3.82 2.03 7.73 2.00 eV/A.